Molecular formula: C8H24Cl16NOPSSi2
Method: DFT, wB97M-V/def2-TZVPD

Each line ends with the Löwdin charge.
Cartesian coordinates (Å):
Cl (-1.88, 6.27, -3.12)  0.490
Cl (-0.70, 1.86, -1.77)  0.526
H (-2.68, 0.28, 7.71)  0.025
C (-6.08, 1.93, -6.00)  -1.023
Si (3.77, -2.72, 0.67)  0.352
C (5.70, -1.00, 6.74)  -1.015
H (-2.20, 3.98, -2.69)  -0.035
N (2.18, -1.63, -2.62)  -0.109
H (4.60, -2.20, -3.26)  -0.028
C (1.86, -1.59, 6.27)  -1.024
H (-3.06, -2.95, -1.04)  0.024
C (-2.40, 4.00, -7.69)  -1.001
H (2.14, -1.59, -3.62)  0.018
Cl (-4.33, 4.66, -3.41)  0.457
Si (3.64, -2.45, -2.16)  0.386
O (4.24, -1.96, -0.70)  -0.452
H (-1.93, 4.72, -8.33)  0.021
H (3.36, -3.91, -2.11)  -0.024
Cl (-0.54, 1.14, 7.30)  0.523
H (-1.69, 3.27, -7.35)  0.022
H (4.80, -2.45, 1.69)  -0.049
Cl (4.71, -1.65, 8.06)  0.549
H (1.40, -2.16, -2.29)  -0.014
C (-0.18, 0.87, -3.13)  -1.007
Cl (-1.37, -1.65, 7.53)  0.555
C (-2.32, -2.57, -0.35)  -1.020
Cl (-4.73, 0.96, -5.39)  0.484
H (0.55, 0.16, -2.77)  -0.028
H (-2.00, -1.57, -0.64)  0.000
Cl (2.29, -0.02, 5.59)  0.509
H (-5.72, 2.53, -6.82)  -0.030
Cl (-6.73, 3.00, -4.77)  0.492
Cl (-3.64, 3.17, -8.63)  0.522
H (3.72, -4.19, 0.52)  -0.043
Cl (-1.52, -0.01, -3.87)  0.490
P (1.82, -2.00, 1.55)  0.156
H (5.73, -1.72, 5.94)  0.028
H (-6.86, 1.26, -6.34)  0.024
H (2.02, -1.55, 2.84)  -0.154
Cl (-3.05, 4.85, -6.27)  0.503
H (-3.01, 5.01, -1.50)  0.024
H (0.88, -1.51, 6.74)  -0.082
H (5.25, -0.08, 6.41)  0.003
H (0.26, 1.52, -3.88)  0.025
Cl (-0.91, -3.63, -0.40)  0.480
C (-2.80, 4.87, -2.55)  -1.015
S (0.92, -0.61, 0.51)  0.040
C (-1.69, 0.02, 8.03)  -0.988
Cl (1.77, -2.84, 5.02)  0.518
Cl (-3.03, -2.49, 1.26)  0.508
H (1.03, -3.15, 1.72)  -0.084
H (2.62, -1.87, 6.99)  -0.068
Cl (7.36, -0.67, 7.27)  0.519
H (-1.60, 0.08, 9.10)  0.025

**Orbital gap**: 8.57 eV
**Charge**: 0
**LUMO level**: 0.19 eV
**HOMO**: -8.38 eV